Record 1
Density functional theory data (ωB97M-V/def2-TZVPD) for a structure of composition C34H38BiN7O3PS.

Geometry as XYZ:
```
85
Properties=species:S:1:pos:R:3:lowdin_charge:R:1
Bi -0.040 0.184 -0.216 1.900
C -0.896 -0.777 2.762 -0.158
C -2.386 -0.676 2.448 -0.083
C -2.828 -1.298 1.153 -0.270
C -3.940 -2.137 1.148 0.021
C -4.395 -2.674 -0.045 0.003
C -3.717 -2.354 -1.214 -0.010
C -2.607 -1.538 -1.129 -0.152
N -2.179 -1.021 0.023 -0.078
N -0.030 0.311 2.258 -0.255
C 1.339 0.047 2.730 -0.120
C 2.419 0.609 1.850 -0.278
C 3.586 1.165 2.360 0.030
C 4.597 1.526 1.480 0.007
C 4.423 1.295 0.121 -0.004
C 3.220 0.768 -0.308 -0.127
N 2.248 0.450 0.542 -0.080
C -0.492 1.627 2.722 -0.109
C -1.407 2.362 1.772 -0.285
C -2.058 3.529 2.166 0.027
C -2.879 4.179 1.258 0.009
C -3.053 3.634 -0.010 -0.001
C -2.364 2.482 -0.327 -0.110
N -1.554 1.883 0.542 -0.070
H -0.524 -1.715 2.351 0.108
H -0.784 -0.813 3.851 0.148
H -2.734 0.358 2.474 0.121
H -2.914 -1.202 3.245 0.136
H -4.445 -2.364 2.074 0.130
H -5.259 -3.321 -0.060 0.131
H -4.037 -2.736 -2.168 0.123
H -2.033 -1.277 -2.007 0.041
H 1.496 -1.039 2.722 0.131
H 1.475 0.395 3.759 0.151
H 3.713 1.300 3.422 0.133
H 5.509 1.967 1.850 0.132
H 5.208 1.516 -0.585 0.127
H 3.014 0.588 -1.351 0.119
H 0.379 2.261 2.912 0.136
H -1.010 1.517 3.684 0.156
H -1.921 3.924 3.162 0.137
H -3.372 5.098 1.531 0.133
H -3.703 4.098 -0.732 0.126
H -2.445 2.011 -1.296 0.120
N 0.653 2.044 -4.485 0.147
C 0.364 1.169 -5.555 -0.229
C 0.424 1.658 -6.849 0.007
C 0.146 0.820 -7.922 -0.035
C -0.187 -0.502 -7.699 -0.040
C -0.254 -0.998 -6.400 -0.076
C 0.023 -0.161 -5.341 -0.417
S -0.042 -0.795 -3.657 0.960
N 0.199 0.585 -2.715 -0.425
C 0.532 1.752 -3.176 -0.350
C 0.828 2.820 -2.203 -0.187
C 1.143 4.124 -2.600 0.038
C 1.448 5.078 -1.646 0.008
C 1.465 4.708 -0.308 0.011
C 1.144 3.399 0.003 -0.118
N 0.817 2.490 -0.905 -0.014
H 0.926 2.969 -4.779 0.136
H 0.690 2.689 -7.026 0.125
H 0.192 1.209 -8.924 0.123
H -0.388 -1.158 -8.530 0.123
H -0.510 -2.030 -6.221 0.115
H 1.137 4.425 -3.632 0.120
H 1.671 6.090 -1.946 0.135
H 1.709 5.414 0.467 0.128
H 1.151 3.065 1.028 0.100
C 1.134 -4.281 -2.352 -0.091
O 1.608 -3.848 -1.080 -0.327
P 1.016 -2.579 -0.285 0.715
O 2.044 -2.597 0.969 -0.355
C 3.426 -2.962 0.903 -0.067
O -0.322 -3.129 0.447 -0.387
C -0.379 -4.444 1.027 -0.055
H 1.420 -5.328 -2.435 0.108
H 1.617 -3.716 -3.147 0.083
H 0.051 -4.187 -2.434 0.085
H 3.699 -3.329 1.892 0.105
H 4.038 -2.092 0.654 0.082
H 3.589 -3.749 0.170 0.089
H -1.430 -4.715 1.103 0.098
H 0.076 -4.439 2.016 0.097
H 0.139 -5.171 0.403 0.093
```

Values from the calculation:
- HOMO-LUMO gap: 6.5880 eV
- Net charge: +3
- Energy: -78390.5849 eV
- HOMO energy: -0.5462 Eh



Record 2
Density functional theory data (ωB97M-V/def2-TZVPD) for a structure of composition C34H38F3N9O8S.

Geometry as XYZ:
```
93
Properties=species:S:1:pos:R:3:lowdin_charge:R:1
O 6.370 1.119 1.673 0.128
C 5.283 1.747 1.595 -0.300
F 5.318 3.180 1.615 0.046
N 4.034 0.971 1.450 0.174
C 2.933 1.525 2.271 -0.222
O 3.181 1.667 3.510 0.108
C 1.463 1.898 1.711 -0.283
N 1.143 3.321 1.374 0.130
C 1.578 4.276 2.418 -0.284
O 0.710 4.845 3.130 0.160
F 2.936 4.582 2.733 0.083
C 1.578 3.708 0.021 -0.273
O 1.132 3.251 -1.051 0.161
F 2.573 4.749 -0.082 0.044
C 0.254 1.541 2.765 -0.090
O -0.450 0.308 2.417 -0.177
S -0.351 0.356 0.729 0.861
O -0.258 -0.989 0.032 -0.258
O -1.348 1.326 0.157 -0.249
O 1.272 0.866 0.699 -0.148
H 3.802 0.942 0.443 0.152
H 0.511 1.488 3.877 0.167
H -0.600 2.328 2.726 0.162
N 1.244 8.478 -0.729 -0.002
C 2.343 7.752 -1.104 -0.142
C 2.978 8.434 -2.114 -0.109
C 2.237 9.618 -2.353 -0.113
C 1.175 9.620 -1.483 -0.143
H 0.589 8.214 -0.011 0.143
H 2.578 6.814 -0.622 0.079
H 3.876 8.116 -2.623 0.092
H 2.458 10.384 -3.082 0.091
H 0.377 10.332 -1.335 0.105
N 9.020 2.605 2.784 0.006
C 10.161 2.958 3.453 -0.143
C 10.174 4.327 3.577 -0.118
C 8.994 4.816 2.965 -0.111
C 8.300 3.730 2.487 -0.142
H 8.751 1.663 2.547 0.130
H 10.865 2.208 3.781 0.104
H 10.946 4.910 4.056 0.089
H 8.685 5.848 2.883 0.090
H 7.361 3.662 1.963 0.076
N -1.767 0.934 -2.695 0.012
C -1.066 0.477 -3.778 -0.137
C -1.876 0.582 -4.884 -0.116
C -3.109 1.128 -4.452 -0.111
C -3.012 1.337 -3.097 -0.134
H -1.421 0.969 -1.747 0.076
H -0.054 0.116 -3.669 0.089
H -1.609 0.298 -5.892 0.080
H -3.973 1.344 -5.064 0.091
H -3.720 1.737 -2.387 0.107
N -2.109 -3.241 1.255 0.015
C -1.597 -4.507 1.362 -0.127
C -2.606 -5.337 1.788 -0.105
C -3.770 -4.544 1.938 -0.140
C -3.433 -3.255 1.599 -0.136
H -1.590 -2.425 0.966 0.094
H -0.563 -4.707 1.127 0.109
H -2.515 -6.398 1.970 0.097
H -4.746 -4.878 2.258 0.081
H -4.021 -2.349 1.575 0.108
N -6.709 -6.132 4.359 -0.002
C -7.469 -5.155 4.945 -0.146
C -7.240 -5.195 6.299 -0.117
C -6.304 -6.231 6.538 -0.116
C -5.992 -6.790 5.323 -0.142
H -6.682 -6.336 3.372 0.132
H -8.106 -4.518 4.350 0.103
H -7.696 -4.549 7.035 0.089
H -5.902 -6.534 7.494 0.090
H -5.324 -7.597 5.061 0.106
N -5.300 -5.853 -0.605 0.008
C -4.584 -6.487 -1.584 -0.136
C -5.287 -7.604 -1.968 -0.117
C -6.474 -7.642 -1.196 -0.120
C -6.455 -6.547 -0.365 -0.152
H -5.019 -5.006 -0.133 0.111
H -3.638 -6.091 -1.922 0.108
H -4.982 -8.314 -2.723 0.089
H -7.255 -8.386 -1.242 0.089
H -7.163 -6.204 0.375 0.097
N 1.074 -0.366 -7.093 0.004
C 1.505 -1.234 -6.126 -0.144
C 2.072 -2.319 -6.750 -0.114
C 1.985 -2.095 -8.146 -0.116
C 1.367 -0.882 -8.328 -0.141
H 0.614 0.514 -6.924 0.136
H 1.371 -1.006 -5.079 0.088
H 2.502 -3.178 -6.256 0.090
H 2.335 -2.749 -8.931 0.090
H 1.111 -0.342 -9.228 0.105
```

Values from the calculation:
- HOMO-LUMO gap: 6.2447 eV
- Energy: -84645.5945 eV
- HOMO energy: -0.2994 Eh



Record 3
Density functional theory data (ωB97M-V/def2-TZVPD) for a structure of composition C34H38FeN9O2S.

Geometry as XYZ:
```
85
Properties=species:S:1:pos:R:3:lowdin_charge:R:1
Fe -0.270 1.663 1.043 0.561
C 2.558 0.967 1.893 -0.172
C 1.902 1.220 3.233 -0.174
N 0.441 1.532 3.178 -0.082
C 0.011 2.751 3.936 -0.140
C -0.283 3.859 3.046 -0.276
C -0.567 5.136 3.463 -0.002
C -1.029 6.112 2.576 -0.016
C -1.183 5.801 1.239 0.002
C -0.751 4.541 0.814 -0.243
C -0.705 4.138 -0.653 -0.097
N -0.098 2.774 -0.760 -0.106
C 1.280 2.790 -1.278 -0.166
C 2.267 1.944 -0.476 -0.192
N 1.868 1.824 0.907 -0.131
N -0.283 3.653 1.694 0.016
H 2.450 -0.115 1.586 0.125
H 3.628 1.181 1.942 0.125
H 2.497 1.986 3.766 0.127
H 2.132 0.309 3.803 0.126
H -0.049 0.727 3.611 0.124
H 0.733 3.102 4.723 0.152
H -0.918 2.457 4.412 0.126
H -0.393 5.383 4.478 0.112
H -1.213 7.108 2.920 0.113
H -1.641 6.439 0.457 0.138
H -0.257 4.856 -1.270 0.103
H -1.764 4.191 -1.004 0.149
H -0.662 2.141 -1.369 0.062
H 1.673 3.830 -1.312 0.128
H 1.301 2.430 -2.304 0.125
H 3.272 2.417 -0.638 0.136
H 2.328 0.971 -0.997 0.120
H 1.908 2.786 1.288 0.133
C 6.025 -9.314 -4.032 -0.079
O 5.834 -8.052 -4.635 -0.096
C 4.871 -7.173 -4.308 -0.283
C 4.648 -6.261 -5.349 -0.011
C 3.799 -5.220 -5.191 -0.005
C 3.258 -4.996 -3.897 -0.267
C 3.509 -5.893 -2.810 0.005
C 4.261 -7.043 -3.053 0.000
N 2.442 -3.929 -3.666 0.038
N 2.174 -3.555 -2.483 0.058
C 1.338 -2.465 -2.427 -0.234
C 0.906 -1.837 -3.586 -0.023
C 0.249 -0.659 -3.471 -0.011
C -0.283 -0.112 -2.262 -0.363
O -1.189 0.825 -2.276 -0.137
C 0.175 -0.733 -1.042 -0.162
N -0.240 -0.279 0.182 0.019
C -0.300 -1.213 1.178 -0.124
C 0.613 -2.290 1.257 -0.061
C 1.330 -2.633 0.099 0.024
C 0.997 -1.922 -1.116 -0.063
H 6.635 -9.847 -4.805 0.105
H 5.098 -9.899 -3.861 0.102
H 6.613 -9.247 -3.097 0.093
H 5.188 -6.393 -6.262 0.118
H 3.513 -4.596 -6.002 0.105
H 3.109 -5.455 -1.907 0.089
H 4.593 -7.757 -2.292 0.113
H 1.115 -2.344 -4.513 0.109
H 0.101 -0.025 -4.333 0.114
H -0.973 -1.021 2.020 0.100
H 0.681 -2.954 2.122 0.108
H 2.068 -3.444 0.109 0.115
N -3.559 0.629 -0.332 0.115
C -3.885 1.091 0.878 -0.751
S -2.684 1.854 1.876 0.743
N -5.192 1.025 1.190 0.059
C -5.959 1.893 2.038 -0.225
C -5.493 3.137 2.458 -0.066
C -6.137 3.697 3.577 -0.070
C -7.320 3.128 4.080 -0.075
C -7.792 1.872 3.604 -0.082
C -7.214 1.363 2.482 -0.039
H -2.534 0.589 -0.588 0.071
H -4.237 0.627 -1.145 0.159
H -5.742 0.302 0.705 0.160
H -4.628 3.513 1.990 0.044
H -5.850 4.663 4.026 0.111
H -7.796 3.592 4.956 0.107
H -8.609 1.340 4.051 0.103
H -7.709 0.521 1.915 0.132
```

Values from the calculation:
- HOMO-LUMO gap (spin up / spin down): 5.8122 / 5.6855 eV
- 2S+1: 5
- Net charge: +1
- Energy: -98596.3344 eV
- HOMO energy (spin up / spin down): -0.3098 / -0.3103 Eh



Record 4
Density functional theory data (ωB97M-V/def2-TZVPD) for a structure of composition C34H38GeN3O3SSbTc.

Geometry as XYZ:
```
82
Properties=species:S:1:pos:R:3:lowdin_charge:R:1
Tc -0.288 -0.500 -0.395 1.046
C 5.628 0.721 4.096 -0.068
C 4.219 0.270 3.725 -0.222
C 3.734 1.067 2.522 -0.128
N 2.389 0.669 2.021 0.089
C 1.290 0.454 2.674 -0.624
S -0.106 -0.382 1.904 0.670
N 1.054 0.813 3.934 0.118
C 1.498 2.119 4.502 -0.358
O 1.687 2.992 3.706 0.136
C 1.532 2.172 5.953 -0.169
C 1.606 3.439 6.548 0.014
C 1.665 3.542 7.924 -0.022
C 1.657 2.393 8.709 -0.008
C 1.594 1.132 8.122 -0.036
C 1.529 1.017 6.748 -0.032
H 6.004 0.129 4.927 0.092
H 5.642 1.769 4.397 0.090
H 6.318 0.600 3.261 0.087
H 3.562 0.408 4.585 0.092
H 4.208 -0.795 3.475 0.122
H 4.400 0.886 1.679 0.132
H 3.722 2.139 2.724 0.130
H 2.378 0.363 1.058 0.090
H 0.294 0.355 4.421 0.139
H 1.612 4.322 5.924 0.130
H 1.724 4.518 8.389 0.128
H 1.703 2.479 9.786 0.130
H 1.605 0.247 8.742 0.123
H 1.513 0.030 6.302 0.111
Ge -1.762 1.890 0.330 1.158
C -2.514 0.257 -0.487 -0.531
C -3.405 -0.383 0.428 -0.147
C -4.581 -0.948 -0.015 -0.021
C -4.911 -0.878 -1.372 0.032
C -4.057 -0.269 -2.293 -0.009
C -2.882 0.309 -1.864 -0.093
C -0.960 3.311 -0.582 -0.370
C -0.596 3.296 -1.949 -0.099
C -0.153 4.458 -2.531 -0.022
C -0.066 5.636 -1.767 0.035
C -0.407 5.652 -0.410 -0.012
C -0.842 4.493 0.194 -0.089
H -2.116 2.046 1.794 0.019
H -3.173 -0.399 1.489 0.103
H -5.264 -1.405 0.688 0.139
H -5.854 -1.289 -1.712 0.146
H -4.334 -0.218 -3.338 0.142
H -2.247 0.807 -2.586 0.104
H -0.672 2.398 -2.550 0.090
H 0.115 4.468 -3.578 0.131
H 0.272 6.549 -2.239 0.138
H -0.336 6.563 0.167 0.136
H -1.104 4.508 1.245 0.111
C -2.045 -3.692 1.350 -0.230
Sb -1.002 -3.161 -0.406 1.499
C -2.152 -3.507 -2.142 -0.215
C 0.786 -4.276 -0.495 -0.223
H -1.951 -4.774 1.444 0.049
H -3.093 -3.420 1.252 0.023
H -1.591 -3.209 2.211 0.015
H -1.917 -4.522 -2.466 0.048
H -1.876 -2.795 -2.917 0.023
H -3.208 -3.431 -1.896 0.027
H 0.507 -5.330 -0.469 0.051
H 1.404 -4.034 0.367 0.037
H 1.307 -4.059 -1.426 0.029
O 3.523 -1.416 0.317 0.167
C 2.974 -1.371 -0.740 -0.353
N 1.567 -1.043 -0.904 -0.068
C 1.285 -1.050 -2.240 -0.421
O 0.054 -0.788 -2.480 -0.112
C 2.427 -1.373 -3.043 -0.098
C 2.618 -1.492 -4.412 0.060
C 3.896 -1.836 -4.845 0.013
C 4.931 -2.044 -3.936 0.036
C 4.736 -1.919 -2.552 0.063
C 3.476 -1.584 -2.127 -0.076
H 1.816 -1.326 -5.118 0.140
H 4.090 -1.942 -5.903 0.138
H 5.912 -2.310 -4.308 0.140
H 5.546 -2.084 -1.855 0.146
```

Values from the calculation:
- HOMO-LUMO gap (spin up / spin down): 3.9414 / 3.9226 eV
- 2S+1: 4
- Net charge: +4
- Energy: -122534.2294 eV
- HOMO energy (spin up / spin down): -0.6483 / -0.6483 Eh



Record 5
Density functional theory data (ωB97M-V/def2-TZVPD) for a structure of composition C34H38N5O.

Geometry as XYZ:
```
78
Properties=species:S:1:pos:R:3:lowdin_charge:R:1
C 0.630 4.147 2.762 -0.003
N 0.411 2.751 2.447 -0.038
C 1.462 1.909 2.213 -0.362
O 2.650 2.231 2.222 0.099
C 0.873 0.529 1.924 -0.152
C 1.528 -0.592 2.750 -0.080
C 2.956 -0.788 2.386 -0.191
C 3.482 -1.187 1.165 -0.038
N 4.861 -1.118 1.228 0.078
C 5.250 -0.699 2.496 -0.198
C 6.510 -0.395 2.998 -0.017
C 6.585 0.114 4.304 -0.084
C 5.421 0.322 5.066 -0.087
C 4.152 0.027 4.551 -0.028
C 4.066 -0.489 3.259 -0.142
N -0.549 0.716 2.211 0.042
C -1.418 -0.311 2.119 0.025
C -2.765 -0.225 2.482 -0.083
C -3.662 -1.271 2.448 -0.057
C -5.037 -1.113 2.796 -0.203
C -5.998 -2.156 2.629 -0.023
C -7.356 -1.947 2.864 -0.066
C -7.828 -0.695 3.290 -0.055
C -6.910 0.346 3.494 -0.066
C -5.547 0.136 3.293 -0.007
C -0.889 2.105 2.597 -0.455
C -1.360 2.204 4.059 0.011
C -1.908 2.769 1.657 0.011
H 1.681 4.387 2.582 0.101
H -0.002 4.778 2.127 0.095
H 0.387 4.359 3.811 0.097
H 1.010 0.318 0.845 0.173
H 1.462 -0.330 3.820 0.128
H 0.956 -1.522 2.591 0.112
H 2.949 -1.482 0.267 0.122
H 5.493 -1.346 0.466 0.159
H 7.386 -0.560 2.372 0.110
H 7.556 0.354 4.736 0.102
H 5.507 0.723 6.077 0.101
H 3.230 0.194 5.110 0.105
H -1.002 -1.267 1.780 0.145
H -3.109 0.767 2.783 0.050
H -3.257 -2.376 1.928 -0.042
H -5.650 -3.139 2.305 0.104
H -8.063 -2.766 2.718 0.111
H -8.892 -0.526 3.458 0.113
H -7.254 1.330 3.828 0.112
H -4.848 0.943 3.521 0.102
H -0.556 1.879 4.735 0.104
H -1.626 3.246 4.280 0.093
H -2.236 1.576 4.243 0.071
H -1.463 2.886 0.659 0.105
H -2.818 2.173 1.563 0.074
H -2.173 3.756 2.059 0.094
C -3.664 -3.558 -2.906 -0.061
C -2.698 -4.505 -2.544 -0.062
C -2.369 -4.699 -1.200 -0.032
C -3.046 -3.973 -0.201 -0.131
C -2.826 -4.330 1.224 -0.225
N -3.026 -3.445 2.191 0.030
C -3.114 -3.885 3.569 -0.165
C -2.072 -4.955 3.843 -0.156
C -2.152 -6.091 2.849 -0.155
N -2.455 -5.586 1.521 0.086
C -3.961 -2.967 -0.568 -0.003
C -4.289 -2.784 -1.917 -0.054
H -3.926 -3.419 -3.957 0.113
H -2.200 -5.105 -3.305 0.112
H -1.586 -5.406 -0.920 0.114
H -2.966 -3.008 4.200 0.126
H -4.119 -4.294 3.778 0.133
H -1.082 -4.493 3.793 0.120
H -2.208 -5.347 4.852 0.123
H -1.203 -6.639 2.805 0.130
H -2.933 -6.804 3.146 0.129
H -2.427 -6.257 0.766 0.139
H -4.423 -2.345 0.205 0.101
H -5.039 -2.045 -2.201 0.113
```

Values from the calculation:
- HOMO-LUMO gap: 5.9854 eV
- Net charge: +1
- Energy: -45365.4722 eV
- HOMO energy: -0.3519 Eh